Computed, not measured: a structure of composition C25H31F4N8SV in a non-equilibrium geometry, with ωB97M-V/def2-TZVPD.

Positions of all 70 atoms, in Å:
V: 0.413 -0.202 0.113
C: 0.355 2.816 2.859
N: 0.396 2.458 1.437
C: 1.359 3.330 0.761
C: -0.944 2.624 0.864
C: -1.027 2.210 -0.621
N: 0.009 1.242 -0.945
C: 0.534 1.261 -2.232
C: 1.919 1.188 -2.423
F: 2.697 1.157 -1.309
C: 2.503 1.236 -3.669
F: 3.833 1.170 -3.768
C: 1.723 1.375 -4.799
C: 0.351 1.453 -4.643
F: -0.429 1.568 -5.714
C: -0.237 1.391 -3.392
F: -1.569 1.408 -3.284
H: 0.164 3.886 3.007
H: 1.312 2.575 3.330
H: -0.439 2.266 3.364
H: 1.035 4.378 0.769
H: 1.499 3.016 -0.272
H: 2.323 3.276 1.270
H: -1.289 3.663 0.952
H: -1.620 2.004 1.458
H: -0.907 3.084 -1.263
H: -2.035 1.818 -0.800
H: 2.173 1.439 -5.780
N: 0.644 -2.215 -3.516
C: 0.298 -1.892 -2.266
S: 1.531 -1.881 -1.008
N: -0.924 -1.563 -1.980
N: -1.074 -1.123 -0.717
C: -2.157 -1.378 -0.031
C: -3.331 -2.091 -0.554
C: -3.948 -3.102 0.191
C: -5.054 -3.765 -0.310
C: -5.561 -3.431 -1.558
C: -4.951 -2.433 -2.306
C: -3.841 -1.770 -1.816
C: -2.014 -0.931 1.344
C: -3.029 -0.942 2.300
C: -2.751 -0.571 3.599
C: -1.455 -0.172 3.921
C: -0.514 -0.128 2.922
N: -0.761 -0.486 1.649
H: 1.523 -2.666 -3.692
H: -0.085 -2.317 -4.205
H: -3.531 -3.405 1.143
H: -5.517 -4.549 0.274
H: -6.424 -3.954 -1.946
H: -5.343 -2.172 -3.280
H: -3.377 -0.987 -2.397
H: -4.024 -1.230 1.998
H: -3.526 -0.582 4.353
H: -1.204 0.134 4.927
H: 0.475 0.253 3.134
N: 5.290 -1.264 2.884
C: 5.019 -0.271 1.779
C: 3.762 -0.628 0.969
N: 2.489 -0.095 1.465
H: 6.131 -1.017 3.409
H: 5.430 -2.197 2.491
H: 4.517 -1.321 3.547
H: 5.892 -0.280 1.131
H: 4.933 0.717 2.228
H: 3.679 -1.716 0.881
H: 3.913 -0.246 -0.037
H: 2.450 0.922 1.378
H: 2.318 -0.344 2.431

Properties
* gap between HOMO and LUMO (alpha / beta): 6.27 / 6.71 eV
* E: -3150.44687 Eh
* net charge: +2
* energy above the lowest of the compared OMol25 structures with the same formula, charge and spin: 15.2 kcal/mol
* 2S+1: 3
* expectation value of S²: 2.031
* E_HOMO (alpha / beta): -12.3 / -12.9 eV
* E_LUMO (alpha / beta): -6.0 / -6.2 eV

***

Computed, not measured: a cluster of 2 separate species, C3H5N3S in total in a non-equilibrium geometry, with ωB97M-V/def2-TZVPD.

Positions of all 12 atoms, in Å:
C: 0.525 0.160 -0.092
C: 0.300 1.549 -0.119
C: 0.543 2.752 0.086
H: 1.800 -1.604 1.163
H: 2.918 -1.818 -0.119
H: -0.226 -1.916 0.402
H: -2.640 -0.736 0.989
H: 0.751 3.960 0.933
N: 1.997 -1.636 -0.013
N: 1.776 -0.182 -0.376
N: -0.402 -0.813 0.456
S: -2.150 -0.390 -0.193

Properties
* gap between HOMO and LUMO: 8.62 eV
* E: -679.50351 Eh
* energy above the lowest of the compared OMol25 structures with the same formula, charge and spin: 176.8 kcal/mol
* E_HOMO: -8.7 eV
* E_LUMO: 0.0 eV

***

Computed, not measured: a structure of composition C3H6HgO4 in a non-equilibrium geometry, with ωB97M-V/def2-TZVPD.

Positions of all 14 atoms, in Å:
H: 2.654 0.362 -1.178
C: -2.147 -0.062 0.216
C: -0.971 0.766 -0.242
O: 0.196 0.678 0.664
C: 1.398 0.053 0.226
O: 1.708 0.508 -1.088
O: 2.350 0.179 1.067
O: 0.987 -1.355 0.028
Hg: -0.739 -1.419 1.292
H: -2.617 -0.612 -0.617
H: -2.803 0.467 0.927
H: -1.185 1.847 -0.257
H: -0.606 0.467 -1.236
H: 1.774 -1.880 0.198

Properties
* gap between HOMO and LUMO (alpha / beta): 6.08 / 7.87 eV
* E: -572.24269 Eh
* net charge: -1
* energy above the lowest of the compared OMol25 structures with the same formula, charge and spin: 0.0 kcal/mol
* 2S+1: 2
* expectation value of S²: 0.758
* E_HOMO (alpha / beta): -2.2 / -4.5 eV
* E_LUMO (alpha / beta): 3.9 / 3.4 eV

***

Computed, not measured: a structure of composition C7H11BaNP in a non-equilibrium geometry, with ωB97M-V/def2-TZVPD.

Positions of all 21 atoms, in Å:
C: 0.502 -0.110 -3.009
C: -0.771 -0.774 -2.861
C: -0.562 -2.013 -2.100
C: 0.854 -2.131 -1.791
C: 1.503 -0.933 -2.328
Ba: -0.128 -0.092 -0.255
P: -0.644 2.701 -0.038
H: 0.650 0.946 -3.348
H: -1.760 -0.366 -3.150
H: -1.381 -2.644 -1.687
H: 2.545 -0.609 -2.101
H: 1.277 -2.771 -0.960
H: -1.609 2.531 1.021
H: -1.142 3.130 -1.307
H: 0.630 3.195 0.400
C: 0.000 0.000 4.461
C: 0.000 0.004 3.101
N: 0.035 -0.062 1.954
H: -0.909 0.525 4.666
H: 0.909 0.525 4.666
H: 0.000 -1.051 4.666

Properties
* gap between HOMO and LUMO: 2.72 eV
* E: -694.69572 Eh
* net charge: -1
* energy above the lowest of the compared OMol25 structures with the same formula, charge and spin: 36.3 kcal/mol
* E_HOMO: -0.3 eV
* E_LUMO: 2.4 eV

***

Computed, not measured: the molecule C4H11NS in a non-equilibrium geometry, with ωB97M-V/def2-TZVPD.

Positions of all 17 atoms, in Å:
C: 3.128 -0.171 0.387
S: 1.809 -0.244 -0.803
C: 0.447 0.090 0.184
C: -0.711 0.848 -0.452
C: -2.118 0.315 0.031
N: -2.121 -1.085 -0.123
H: 2.771 -0.626 1.260
H: 3.559 0.840 0.513
H: 3.833 -0.928 -0.095
H: 0.025 -0.896 0.531
H: 0.843 0.651 1.026
H: -0.408 1.945 -0.469
H: -0.839 0.543 -1.551
H: -2.262 0.609 1.101
H: -2.904 0.829 -0.679
H: -3.003 -1.354 0.213
H: -2.050 -1.367 -1.075

Properties
* gap between HOMO and LUMO: 9.07 eV
* E: -611.89707 Eh
* energy above the lowest of the compared OMol25 structures with the same formula, charge and spin: 28.3 kcal/mol
* E_HOMO: -8.0 eV
* SMILES: CSCCCN
* E_LUMO: 1.1 eV

***

Computed, not measured: the molecule C6H10 in a non-equilibrium geometry, with ωB97M-V/def2-TZVPD.

Positions of all 16 atoms, in Å:
C: -0.132 1.104 -1.685
C: -0.776 0.306 -0.863
C: -0.546 0.204 0.650
C: -0.229 1.451 1.447
C: 0.447 -0.736 0.577
C: 0.422 -2.088 -0.128
H: 0.875 1.390 -1.412
H: -0.658 1.420 -2.573
H: -1.547 -0.409 -1.151
H: 0.827 1.727 1.492
H: -0.611 1.398 2.466
H: -0.720 2.268 0.914
H: 1.372 -0.700 1.163
H: 1.413 -2.539 -0.123
H: 0.110 -2.018 -1.166
H: -0.247 -2.776 0.391

Properties
* gap between HOMO and LUMO: 9.04 eV
* E: -234.48314 Eh
* energy above the lowest of the compared OMol25 structures with the same formula, charge and spin: 74.9 kcal/mol
* E_HOMO: -8.1 eV
* SMILES: C=C/C(C)=C\C
* E_LUMO: 0.9 eV

***

Computed, not measured: a cluster of 11 separate species, C37H75NO20S3 in total in a non-equilibrium geometry, with ωB97M-V/def2-TZVPD.

Positions of all 136 atoms, in Å:
O: 5.955 -3.354 0.210
S: 5.115 -2.383 0.829
O: 3.958 -2.773 1.569
O: 6.048 -1.342 1.691
C: 6.149 -0.058 1.060
C: 5.549 -0.183 -0.322
O: 4.634 -1.266 -0.285
H: 5.519 0.635 1.625
H: 7.172 0.303 1.092
H: 6.312 -0.274 -1.104
H: 4.952 0.660 -0.675
O: -1.995 1.843 -2.120
S: -2.182 3.039 -2.881
O: -1.394 4.196 -2.581
O: -2.015 2.811 -4.499
C: -3.173 3.109 -5.259
C: -3.998 3.981 -4.310
O: -3.731 3.416 -3.052
H: -2.877 3.582 -6.190
H: -3.729 2.186 -5.449
H: -5.049 4.047 -4.573
H: -3.613 5.008 -4.280
O: -0.375 6.455 -0.822
S: -0.304 5.602 0.314
O: 0.476 5.979 1.456
O: -1.825 5.200 0.792
C: -1.787 3.957 1.429
C: -0.676 3.144 0.736
O: 0.029 4.065 -0.070
H: -1.562 4.111 2.494
H: -2.763 3.473 1.408
H: -1.226 2.366 0.201
H: 0.010 2.595 1.380
C: 2.715 -1.410 4.201
N: 2.559 -1.987 5.518
C: 1.605 -1.578 6.381
C: 1.541 -2.273 7.719
O: 0.787 -0.710 6.095
H: 2.129 -1.983 3.480
H: 3.757 -1.489 3.885
H: 2.520 -0.348 4.109
H: 3.105 -2.790 5.770
H: 1.485 -3.352 7.561
H: 0.638 -1.921 8.206
H: 2.419 -2.006 8.307
C: 2.726 4.484 3.388
C: 1.464 3.656 3.488
C: 2.027 2.219 3.453
O: 3.353 2.341 2.882
C: 3.594 3.689 2.454
H: 3.177 4.507 4.388
H: 2.529 5.530 3.143
H: 0.883 3.928 2.603
H: 0.918 3.786 4.420
H: 1.425 1.492 2.907
H: 2.140 1.884 4.486
H: 3.314 3.797 1.404
H: 4.635 3.906 2.690
C: 3.193 1.642 -3.266
C: 1.850 2.068 -2.655
C: 0.863 1.019 -3.172
O: 1.618 -0.036 -3.769
C: 3.009 0.151 -3.525
H: 3.979 1.797 -2.528
H: 3.354 2.143 -4.220
H: 1.657 3.104 -2.927
H: 1.955 2.037 -1.567
H: 0.310 1.495 -3.992
H: 0.113 0.680 -2.459
H: 3.620 -0.114 -4.387
H: 3.353 -0.391 -2.636
C: -2.069 -1.608 4.271
C: -3.211 -1.964 3.327
C: -3.120 -3.485 3.128
O: -2.469 -3.927 4.310
C: -1.471 -2.997 4.709
H: -2.430 -1.114 5.169
H: -1.304 -0.999 3.789
H: -3.167 -1.473 2.351
H: -4.197 -1.741 3.737
H: -2.535 -3.728 2.236
H: -4.109 -3.931 3.061
H: -0.529 -3.259 4.221
H: -1.405 -3.012 5.793
C: 3.230 -3.446 -4.513
C: 1.700 -3.415 -4.540
C: 1.343 -3.195 -3.089
O: 2.261 -4.069 -2.403
C: 3.486 -4.042 -3.088
H: 3.621 -2.432 -4.525
H: 3.678 -4.073 -5.278
H: 1.222 -4.329 -4.898
H: 1.391 -2.610 -5.213
H: 0.331 -3.430 -2.762
H: 1.593 -2.187 -2.739
H: 3.839 -5.069 -3.188
H: 4.215 -3.378 -2.609
C: -0.639 -1.808 0.842
C: 0.766 -2.093 0.329
C: 1.479 -0.685 0.344
O: 0.528 0.154 0.998
C: -0.774 -0.298 0.705
H: -0.739 -2.073 1.893
H: -1.401 -2.320 0.248
H: 0.854 -2.553 -0.653
H: 1.300 -2.772 0.996
H: 1.639 -0.301 -0.668
H: 2.339 -0.679 1.007
H: -1.044 -0.008 -0.319
H: -1.493 0.114 1.410
C: -2.057 -1.477 -3.491
C: -2.764 -2.727 -3.007
C: -4.174 -2.611 -3.582
O: -4.231 -1.370 -4.279
C: -2.900 -0.947 -4.646
H: -1.006 -1.647 -3.758
H: -1.831 -0.819 -2.647
H: -2.811 -2.628 -1.924
H: -2.201 -3.589 -3.360
H: -4.898 -2.515 -2.767
H: -4.464 -3.498 -4.154
H: -2.860 0.141 -4.666
H: -2.622 -1.381 -5.608
C: -5.626 0.340 -1.160
C: -6.153 0.930 0.149
C: -4.964 0.814 1.114
O: -3.796 0.608 0.322
C: -4.204 -0.076 -0.842
H: -5.568 1.082 -1.961
H: -6.230 -0.474 -1.556
H: -7.050 0.430 0.517
H: -6.488 1.968 0.092
H: -5.128 -0.048 1.768
H: -4.873 1.719 1.713
H: -4.217 -1.163 -0.641
H: -3.514 0.074 -1.666

Properties
* gap between HOMO and LUMO: 9.60 eV
* E: -4208.71264 Eh
* energy above the lowest of the compared OMol25 structures with the same formula, charge and spin: 0.0 kcal/mol
* E_HOMO: -9.3 eV
* SMILES: O=S1(=O)OCCO1.O=S1(=O)OCCO1.O=S1(=O)OCCO1.CNC(C)=O.C1CCOC1.C1CCOC1.C1CCOC1.C1CCOC1.C1CCOC1.C1CCOC1.C1CCOC1
* E_LUMO: 0.3 eV

***

Computed, not measured: a structure of composition C51H33ClCrN4O6S in a non-equilibrium geometry, with ωB97M-V/def2-TZVPD.

Positions of all 97 atoms, in Å:
Cr: -0.249 0.124 0.427
C: -2.208 7.538 -0.080
C: -0.873 7.158 -0.038
C: -0.532 5.813 0.043
C: -1.520 4.833 0.081
C: -2.859 5.223 0.041
C: -3.200 6.567 -0.039
C: -1.159 3.388 0.193
C: -1.398 2.565 -0.917
C: -2.069 2.972 -2.120
C: -2.254 1.855 -2.870
C: -1.648 0.768 -2.154
N: -1.129 1.228 -0.984
C: -1.525 -0.539 -2.645
C: -0.718 -1.504 -2.068
C: -0.444 -2.804 -2.668
C: 0.380 -3.454 -1.832
C: 0.583 -2.585 -0.680
C: 1.170 -2.994 0.503
C: 1.798 -4.348 0.534
C: 3.001 -4.593 -0.122
C: 3.573 -5.858 -0.106
C: 2.948 -6.897 0.568
C: 1.746 -6.664 1.226
C: 1.176 -5.399 1.209
C: 1.121 -2.259 1.702
N: 0.551 -1.029 1.864
C: 0.645 -0.716 3.191
C: 0.284 0.498 3.783
C: 0.363 0.596 5.271
C: 1.475 1.136 5.912
C: 1.526 1.201 7.299
C: 0.463 0.728 8.056
C: -0.651 0.192 7.423
C: -0.702 0.126 6.037
C: -0.145 1.604 3.069
C: -0.349 2.926 3.645
C: -0.676 3.743 2.632
C: -0.713 2.932 1.422
N: -0.386 1.639 1.733
C: 1.290 -1.791 3.893
C: 1.610 -2.730 2.968
N: -0.049 -1.390 -0.885
C: -2.358 -0.914 -3.827
C: -1.863 -0.936 -5.127
C: -2.684 -1.297 -6.190
C: -4.009 -1.637 -5.962
C: -4.513 -1.614 -4.667
C: -3.693 -1.254 -3.606
H: -2.473 8.586 -0.141
H: -0.093 7.910 -0.070
H: 0.509 5.511 0.077
H: -3.625 4.457 0.091
H: -4.245 6.857 -0.059
H: -2.368 3.981 -2.355
H: -2.729 1.773 -3.836
H: -0.836 -3.145 -3.614
H: 0.802 -4.440 -1.946
H: 3.488 -3.782 -0.652
H: 4.511 -6.031 -0.620
H: 3.389 -7.886 0.578
H: 1.248 -7.470 1.751
H: 0.235 -5.214 1.715
H: 2.302 1.501 5.313
H: 2.398 1.619 7.788
H: 0.502 0.778 9.138
H: -1.484 -0.171 8.012
H: -1.565 -0.283 5.522
H: -0.240 3.168 4.691
H: -0.898 4.797 2.681
H: 1.496 -1.800 4.953
H: 2.137 -3.658 3.121
H: -0.827 -0.669 -5.305
H: -2.284 -1.309 -7.197
H: -4.649 -1.917 -6.790
H: -5.546 -1.880 -4.481
H: -4.078 -1.237 -2.593
O: -4.397 -0.949 1.518
Cl: -3.144 -0.256 1.598
O: -3.302 1.116 1.204
O: -2.595 -0.348 2.923
O: -2.188 -0.910 0.655
O: 4.623 -0.177 -6.095
C: 4.453 -0.997 -5.025
O: 4.878 -2.118 -5.090
C: 3.761 -0.429 -3.837
C: 3.188 0.843 -3.801
C: 2.581 1.316 -2.651
C: 2.534 0.538 -1.488
S: 1.822 1.205 -0.027
C: 3.103 -0.740 -1.534
C: 3.700 -1.212 -2.686
H: 4.269 0.696 -5.898
H: 3.172 1.486 -4.678
H: 2.121 2.296 -2.633
H: 3.072 -1.351 -0.641
H: 4.146 -2.199 -2.723

Properties
* gap between HOMO and LUMO (alpha / beta): 5.59 / 5.73 eV
* E: -4536.53825 Eh
* net charge: -1
* 2S+1: 2
* expectation value of S²: 0.764
* E_HOMO (alpha / beta): -4.6 / -4.6 eV
* E_LUMO (alpha / beta): 1.0 / 1.1 eV

***

Computed, not measured: a cluster of 3 separate species, C5H10 in total, with ωB97M-V/def2-TZVPD.

Positions of all 15 atoms, in Å:
C: 1.684 0.501 -0.044
C: 1.735 -0.392 -0.976
C: 1.562 -0.921 0.416
H: 1.697 1.535 0.259
H: 1.817 -0.648 -2.020
H: 0.585 -1.306 0.732
H: 2.404 -1.403 0.921
H: -1.130 -1.090 -1.333
H: -0.536 -1.333 -1.710
C: -2.107 0.436 0.394
C: -1.167 1.251 0.860
H: -2.338 -0.510 0.880
H: -2.684 0.680 -0.495
H: -0.937 2.194 0.371
H: -0.586 1.005 1.746

Properties
* gap between HOMO and LUMO: 10.72 eV
* E: -196.33126 Eh
* energy above the lowest of the compared OMol25 structures with the same formula, charge and spin: 111.2 kcal/mol
* E_HOMO: -9.4 eV
* SMILES: C1=CC1.[H][H].C=C
* E_LUMO: 1.3 eV

***

Computed, not measured: a cluster of 2 separate species, C4H4Cl2 in total in a non-equilibrium geometry, with ωB97M-V/def2-TZVPD.

Positions of all 10 atoms, in Å:
C: -0.640 0.037 -0.142
C: -2.962 1.411 0.373
C: 0.565 0.519 -0.059
C: 1.691 -0.454 0.013
Cl: -1.317 -1.514 -0.149
Cl: -3.897 0.213 -0.119
H: 0.775 1.641 -0.152
H: 2.172 -0.209 0.972
H: 2.401 -0.289 -0.813
H: 1.211 -1.355 0.076

Properties
* gap between HOMO and LUMO (alpha / beta): 7.99 / 7.27 eV
* E: -1074.92387 Eh
* energy above the lowest of the compared OMol25 structures with the same formula, charge and spin: 149.7 kcal/mol
* E_HOMO (alpha / beta): -8.4 / -8.1 eV
* E_LUMO (alpha / beta): -0.4 / -0.9 eV

***

Computed, not measured: a structure of composition C31H22I2MoN8O3S in a non-equilibrium geometry, with ωB97M-V/def2-TZVPD.

Positions of all 68 atoms, in Å:
Mo: -0.992 -0.077 -0.281
C: 6.704 -0.421 -2.446
C: 5.405 -0.519 -1.701
C: 4.977 -1.747 -1.185
C: 3.810 -1.849 -0.453
C: 3.043 -0.703 -0.251
C: 3.438 0.529 -0.755
C: 4.621 0.611 -1.474
S: 1.571 -0.849 0.678
O: 1.855 -1.403 1.959
O: 0.556 -1.604 -0.151
N: 0.810 0.555 0.660
C: 0.792 1.485 1.712
C: 1.853 2.013 2.393
C: 1.621 2.941 3.434
C: 0.355 3.305 3.794
C: -0.760 2.741 3.128
C: -2.102 2.964 3.497
C: -3.102 2.273 2.864
C: -2.779 1.396 1.827
N: -1.540 1.217 1.391
C: -0.523 1.849 2.067
H: 6.871 -1.299 -3.069
H: 7.533 -0.362 -1.738
H: 6.741 0.468 -3.073
H: 5.580 -2.631 -1.348
H: 3.502 -2.800 -0.036
H: 2.833 1.411 -0.587
H: 4.944 1.571 -1.858
H: 2.866 1.717 2.149
H: 2.471 3.356 3.959
H: 0.188 4.006 4.601
H: -2.328 3.650 4.304
H: -4.137 2.380 3.158
H: -3.551 0.800 1.356
I: -3.597 -3.059 -3.606
C: -3.298 -3.298 -1.572
C: -3.724 -4.479 -0.919
C: -3.534 -4.673 0.421
I: -4.189 -6.443 1.292
C: -2.881 -3.672 1.196
C: -2.568 -3.750 2.566
C: -1.890 -2.723 3.178
C: -1.522 -1.601 2.440
N: -1.815 -1.480 1.152
C: -2.476 -2.502 0.528
C: -2.693 -2.305 -0.849
O: -2.257 -1.134 -1.344
H: -4.209 -5.245 -1.510
H: -2.856 -4.630 3.128
H: -1.627 -2.775 4.225
H: -0.969 -0.793 2.901
N: 1.453 0.431 -3.825
C: 1.139 -0.345 -2.792
N: 0.154 0.242 -2.133
C: -0.091 1.383 -2.838
N: 0.684 1.537 -3.873
C: -1.263 2.159 -2.459
C: -1.732 3.253 -3.165
N: -2.902 3.821 -2.897
C: -3.613 3.252 -1.930
C: -3.155 2.168 -1.196
N: -1.957 1.634 -1.432
H: 2.152 0.273 -4.536
H: 1.605 -1.287 -2.557
H: -1.142 3.664 -3.976
H: -4.589 3.672 -1.720
H: -3.764 1.731 -0.424

Properties
* gap between HOMO and LUMO (alpha / beta): 5.61 / 5.61 eV
* E: -2919.64747 Eh
* net charge: +2
* energy above the lowest of the compared OMol25 structures with the same formula, charge and spin: 31.4 kcal/mol
* E_HOMO (alpha / beta): -13.1 / -13.1 eV
* E_LUMO (alpha / beta): -7.5 / -7.5 eV